3 unconnected molecules or ions with the total composition C3H10O4S at a distorted geometry. Source: the Open Molecules 2025 dataset; level of theory: ωB97M-V with the def2-TZVPD basis set.

Cartesian coordinates (Å):
O (-0.938, 1.094, -0.707)
C (-1.501, 0.326, 0.042)
O (-2.691, 0.702, 0.557)
C (-1.017, -0.976, 0.632)
C (0.126, -1.547, -0.203)
S (1.609, -2.116, 0.708)
H (-3.069, 1.383, -0.018)
H (-0.654, -0.810, 1.648)
H (-1.870, -1.658, 0.586)
H (0.508, -0.800, -0.905)
H (-0.109, -2.360, -0.881)
H (1.266, -3.337, 1.143)
H (2.764, 1.487, 1.521)
H (1.784, 2.543, 0.960)
O (2.187, 2.196, 1.775)
H (0.261, 0.989, -3.048)
H (-0.424, 2.268, -2.415)
O (-0.014, 1.898, -3.214)

As for the spin multiplicity: 1. The LUMO energy is 0.41 eV. As for the energy above the lowest of the compared OMol25 structures with the same formula, charge and spin: 0.2720 eV. The structure (SMILES) is O=C(O)CCS.O.O. The total energy comes out at -22298.500 eV.

Want to see where the charge sits? The natural (NBO) charges in e are: O -0.630; C 0.814; O -0.681; C -0.544; C -0.522; S -0.052; H 0.499; H 0.270; H 0.245; H 0.244; H 0.230; H 0.125; H 0.470; H 0.474; O -0.944; H 0.470; H 0.489; O -0.957

---

3 unconnected molecules or ions with the total composition C3H10O5 at a distorted geometry. Source: the Open Molecules 2025 dataset; level of theory: ωB97M-V with the def2-TZVPD basis set.

Cartesian coordinates (Å):
O (1.771, -1.599, 1.770)
C (1.013, -0.727, 1.457)
O (0.085, -0.224, 2.301)
C (0.957, -0.019, 0.142)
C (1.175, 1.459, 0.113)
O (1.512, 1.836, -1.230)
H (-0.134, -0.840, 3.009)
H (-0.007, -0.284, -0.323)
H (1.521, -0.584, -0.601)
H (1.969, 1.786, 0.779)
H (0.323, 2.035, 0.357)
H (2.287, 2.400, -1.203)
H (-2.314, -2.749, 0.491)
H (-3.280, -1.533, 0.171)
O (-2.963, -2.140, 0.841)
H (-0.977, 0.500, -3.415)
H (-1.283, 0.168, -1.924)
O (-1.655, 0.515, -2.735)

As for the spin multiplicity: 1. The LUMO energy is 0.39 eV. As for the energy above the lowest of the compared OMol25 structures with the same formula, charge and spin: 0.6074 eV. The structure (SMILES) is O=C(O)CCO.O.O. The total energy comes out at -13510.273 eV.

Want to see where the charge sits? The natural (NBO) charges in e are: O -0.569; C 0.796; O -0.699; C -0.541; C -0.059; O -0.728; H 0.503; H 0.211; H 0.250; H 0.173; H 0.185; H 0.475; H 0.474; H 0.478; O -0.951; H 0.477; H 0.464; O -0.940

---

A single C3H10O5P2 molecule at a distorted geometry. Source: the Open Molecules 2025 dataset; level of theory: ωB97M-V with the def2-TZVPD basis set.

Cartesian coordinates (Å):
C (-1.747, -0.026, -1.266)
C (2.889, 0.057, 1.978)
C (-1.572, -1.349, -0.648)
O (-0.174, -2.951, 0.904)
O (3.022, -0.157, -2.002)
O (1.652, 1.281, -0.431)
O (3.285, -0.268, 0.618)
O (1.122, -1.170, -0.417)
P (-0.118, -1.284, 0.626)
P (2.396, -0.071, -0.647)
H (-1.052, -0.001, -2.135)
H (-2.852, 0.048, -1.568)
H (-1.563, 0.728, -0.547)
H (3.840, 0.340, 2.427)
H (2.606, -0.761, 2.597)
H (2.179, 0.903, 1.956)
H (-1.137, -2.106, -1.329)
H (-2.269, -1.723, 0.055)
H (0.470, -3.278, 1.546)
H (1.238, 1.377, -1.267)

As for the spin multiplicity: 1. The LUMO energy is 0.61 eV. As for the energy above the lowest of the compared OMol25 structures with the same formula, charge and spin: 0.0000 eV. The structure (SMILES) is CCP(O)O[P@@](=O)(O)OC. The total energy comes out at -32091.334 eV.

Want to see where the charge sits? The natural (NBO) charges in e are: C -0.637; C -0.255; C -0.689; O -0.993; O -1.048; O -0.982; O -0.820; O -1.123; P 1.285; P 2.555; H 0.217; H 0.222; H 0.204; H 0.201; H 0.194; H 0.209; H 0.234; H 0.221; H 0.495; H 0.508

---

A gas-phase ion, C3H10OP (charge +1) at a distorted geometry. Source: the Open Molecules 2025 dataset; level of theory: ωB97M-V with the def2-TZVPD basis set.

Cartesian coordinates (Å):
C (-0.931, -0.333, 1.620)
C (0.459, -1.474, -1.338)
C (1.189, 1.265, 0.198)
O (-1.503, 0.908, -0.602)
P (-0.234, 0.099, -0.008)
H (-1.426, -1.378, 1.563)
H (-1.794, 0.301, 1.752)
H (-0.322, -0.288, 2.503)
H (0.110, -1.201, -2.329)
H (-0.141, -2.274, -0.956)
H (1.538, -1.407, -1.459)
H (0.849, 2.198, -0.361)
H (2.225, 0.971, -0.294)
H (1.223, 1.318, 1.235)
H (-1.241, 1.293, -1.525)

The total charge is +1. As for the spin multiplicity: 1. The LUMO energy is -3.40 eV. As for the energy above the lowest of the compared OMol25 structures with the same formula, charge and spin: 0.6443 eV. The total energy comes out at -14602.213 eV.

Want to see where the charge sits? The natural (NBO) charges in e are: C -0.997; C -0.742; C -0.971; O -0.933; P 1.667; H 0.290; H 0.293; H 0.286; H 0.242; H 0.250; H 0.260; H 0.277; H 0.293; H 0.256; H 0.529

---

A molecular structure, C3H10OS at a distorted geometry. Source: the Open Molecules 2025 dataset; level of theory: ωB97M-V with the def2-TZVPD basis set.

Cartesian coordinates (Å):
C (-0.722, 0.402, -1.629)
C (0.149, 1.308, -1.033)
S (-0.407, -1.631, 0.917)
C (-1.084, -0.349, 2.105)
H (-0.443, 0.333, -0.379)
H (-1.762, 0.642, -1.821)
H (-0.373, -0.459, -2.205)
H (1.189, 1.113, -0.821)
H (-0.108, 2.358, -1.006)
H (-1.719, 0.391, 1.597)
H (-0.296, 0.210, 2.595)
H (-1.604, -0.890, 2.885)
H (3.163, -1.360, -0.629)
H (1.647, -1.235, -0.027)
O (2.370, -0.833, -0.548)

As for the spin multiplicity: 1. The LUMO energy is -1.16 eV. As for the energy above the lowest of the compared OMol25 structures with the same formula, charge and spin: 4.3493 eV. The total energy comes out at -16151.516 eV.

Want to see where the charge sits? The natural (NBO) charges in e are: C -0.300; C -0.387; S -0.570; C -0.722; H 0.386; H 0.243; H 0.276; H 0.288; H 0.239; H 0.176; H 0.194; H 0.216; H 0.480; H 0.506; O -1.026

---

2 unconnected molecules or ions with the total composition C3H10OS at a distorted geometry. Source: the Open Molecules 2025 dataset; level of theory: ωB97M-V with the def2-TZVPD basis set.

Cartesian coordinates (Å):
C (-4.595, 0.915, 5.013)
S (-3.817, 1.968, 6.254)
H (-3.778, 0.274, 4.614)
H (-5.019, 0.098, 5.607)
H (-5.250, 1.183, 4.211)
H (-3.339, 2.827, 5.342)
C (2.419, -1.003, -3.817)
O (1.715, -1.306, -2.599)
C (3.661, -0.185, -3.426)
H (2.823, -1.883, -4.314)
H (1.685, -0.487, -4.449)
H (1.736, -2.250, -2.436)
H (4.175, -0.847, -2.743)
H (4.194, -0.046, -4.396)
H (3.390, 0.741, -2.861)

As for the spin multiplicity: 1. The LUMO energy is 1.00 eV. As for the energy above the lowest of the compared OMol25 structures with the same formula, charge and spin: 1.1113 eV. The structure (SMILES) is CCO.CS. The total energy comes out at -16154.754 eV.

Want to see where the charge sits? The natural (NBO) charges in e are: C -0.761; S -0.021; H 0.215; H 0.224; H 0.226; H 0.117; C -0.063; O -0.738; C -0.624; H 0.159; H 0.170; H 0.469; H 0.207; H 0.205; H 0.215

---

2 unconnected molecules or ions with the total composition C3H10OS at a distorted geometry. Source: the Open Molecules 2025 dataset; level of theory: ωB97M-V with the def2-TZVPD basis set.

Cartesian coordinates (Å):
C (-2.734, 1.605, -6.229)
S (-2.180, 0.008, -5.591)
H (-3.729, 1.320, -6.602)
H (-2.125, 1.837, -7.098)
H (-2.808, 2.232, -5.361)
H (-3.189, -0.636, -6.180)
C (1.774, -1.309, 3.887)
O (2.715, -1.192, 2.832)
C (1.549, 0.036, 4.571)
H (2.005, -2.028, 4.693)
H (0.805, -1.636, 3.470)
H (3.541, -1.271, 3.305)
H (2.414, 0.321, 5.184)
H (0.698, -0.112, 5.242)
H (1.264, 0.826, 3.876)

As for the spin multiplicity: 1. The LUMO energy is 1.04 eV. As for the energy above the lowest of the compared OMol25 structures with the same formula, charge and spin: 0.9308 eV. The structure (SMILES) is CCO.CS. The total energy comes out at -16154.935 eV.

Want to see where the charge sits? The natural (NBO) charges in e are: C -0.733; S -0.052; H 0.221; H 0.223; H 0.228; H 0.112; C -0.071; O -0.704; C -0.629; H 0.157; H 0.171; H 0.460; H 0.197; H 0.204; H 0.214

---

2 unconnected molecules or ions with the total composition C3H10OS at a distorted geometry. Source: the Open Molecules 2025 dataset; level of theory: ωB97M-V with the def2-TZVPD basis set.

Cartesian coordinates (Å):
C (0.766, 3.762, 2.700)
O (1.749, 3.045, 1.971)
H (0.928, 4.908, 2.455)
H (0.786, 3.634, 3.776)
H (-0.190, 3.501, 2.176)
H (1.584, 2.088, 1.959)
C (0.437, -1.239, -0.114)
C (-0.094, -2.311, -1.039)
S (-1.505, -1.833, -2.060)
H (0.462, -0.185, -0.416)
H (0.218, -1.350, 0.936)
H (1.444, -1.595, -0.105)
H (-0.403, -3.134, -0.320)
H (0.708, -2.577, -1.738)
H (-2.298, -1.436, -1.094)

As for the spin multiplicity: 1. The LUMO energy is 0.67 eV. As for the energy above the lowest of the compared OMol25 structures with the same formula, charge and spin: 1.4027 eV. The structure (SMILES) is CCS.CO. The total energy comes out at -16154.463 eV.

Want to see where the charge sits? The natural (NBO) charges in e are: C -0.251; O -0.734; H 0.180; H 0.171; H 0.168; H 0.467; C -0.635; C -0.522; S -0.035; H 0.219; H 0.209; H 0.213; H 0.219; H 0.223; H 0.108